71
Properties=species:S:1:pos:R:3:forces:R:3:lowdin_spin:R:1 method="wB97M-V/def2-TZVPD" de_lowest_kj_mol=53.0 homo_lumo_gap_ev="5.49 / 4.96" total_energy_ha=-5935.8927 spin_multiplicity=5 total_charge=-1
H -1.454 -1.068 1.873 -0.005 -0.080 0.000 0.0000
As 3.140 3.618 -2.229 1.508 0.610 0.346 0.3187
N -2.266 -1.345 -0.043 0.304 0.660 -0.236 0.0001
H 2.613 -3.436 0.430 0.031 0.009 -0.017 0.0001
H 0.281 4.508 0.003 0.014 -0.105 -0.082 0.0092
H -2.402 1.279 4.081 0.016 0.002 -0.010 0.0000
H -3.806 1.886 -2.122 -0.057 0.006 -0.037 0.0009
H -5.968 -0.370 -0.058 0.011 0.011 -0.013 0.0000
H -2.178 2.895 3.369 -0.018 0.014 0.070 0.0000
H 0.954 3.694 1.406 0.051 0.038 -0.052 -0.0004
H -0.060 5.136 1.632 -0.015 -0.039 0.021 0.0004
H 4.251 -2.529 -2.042 0.007 -0.007 0.008 0.0001
H -1.369 -2.720 1.235 -0.030 0.009 0.012 0.0000
C 5.756 -0.456 0.172 0.015 0.049 0.018 0.0014
C 0.812 -5.643 -1.404 0.013 0.014 0.018 0.0026
S 4.803 4.205 -3.453 -0.653 -0.173 -0.063 0.3125
C 1.885 -1.490 -1.324 -0.143 0.209 -0.125 0.0468
O 0.316 1.131 0.587 0.073 -0.042 -0.323 0.0484
H -0.405 -0.354 3.814 0.001 0.033 0.008 0.0000
C 1.613 -5.151 -0.383 -0.022 -0.082 0.026 0.0001
C 1.989 -3.816 -0.369 -0.056 0.051 -0.040 0.0026
H -2.493 4.908 0.786 -0.015 -0.002 -0.017 0.0005
C 5.619 -1.428 -0.809 0.071 -0.043 -0.034 0.0004
N -0.652 1.554 2.922 0.065 -0.109 -0.297 0.0022
H 6.500 -1.898 -1.228 -0.019 -0.022 -0.009 0.0001
C 1.558 -2.949 -1.372 -0.035 -0.230 -0.058 0.0061
H 0.864 0.145 2.673 0.015 -0.004 0.034 0.0002
C 0.398 -4.791 -2.419 -0.012 -0.032 -0.032 0.0001
H -4.556 -0.895 0.876 -0.069 -0.021 0.010 0.0000
N 1.028 -0.665 -1.751 0.269 -1.275 0.479 0.1524
O -2.231 1.069 0.906 0.268 0.132 -0.289 0.0003
S 3.777 3.623 -0.173 -0.607 -0.065 -0.137 0.2604
C 4.360 -1.779 -1.267 -0.044 0.008 0.025 0.0036
H 6.742 -0.170 0.516 -0.001 0.000 0.003 0.0001
C -4.599 1.539 -1.461 0.027 -0.010 -0.121 0.0004
H -3.151 3.276 0.588 0.003 0.045 0.028 0.0002
C -5.009 -0.052 0.358 -0.028 -0.050 -0.002 0.0000
S 2.708 1.471 -2.787 -1.225 -0.282 0.259 0.3107
C -2.082 -2.163 -1.258 -0.142 -0.091 0.046 0.0013
H 1.954 -5.814 0.403 -0.022 0.011 0.018 0.0000
H -2.834 -1.881 -1.996 -0.006 -0.074 -0.017 0.0000
H 4.737 0.955 1.424 -0.027 0.040 -0.021 0.0031
H -2.088 3.961 -0.664 0.006 0.012 -0.005 0.0201
C 0.188 0.494 3.451 0.067 -0.009 -0.003 0.0005
C -2.279 3.904 0.412 0.041 0.012 -0.007 0.0172
H -5.196 0.751 1.082 0.017 0.018 -0.030 0.0000
Ir 0.572 1.171 -1.969 0.664 1.723 -0.836 1.4805
P -0.800 1.780 1.291 -0.442 0.279 0.915 0.0069
H -2.213 -3.214 -0.995 -0.025 0.012 0.004 0.0000
H -1.193 2.392 4.754 -0.032 0.016 0.001 0.0001
H 0.784 0.879 4.282 -0.019 -0.017 0.009 0.0000
C 3.373 -0.167 0.218 -0.053 -0.027 -0.038 0.0058
C -1.665 2.052 3.829 0.054 0.034 -0.013 0.0007
C 3.228 -1.141 -0.763 0.032 0.050 0.042 0.0162
P -2.491 0.254 -0.472 -0.646 -0.748 0.535 0.0003
S -0.149 3.216 -2.493 0.124 -0.366 0.165 0.9424
H -0.208 -5.173 -3.232 -0.008 0.011 0.001 0.0000
C 0.080 4.230 1.037 -0.040 0.120 0.256 0.0086
C 4.632 0.173 0.685 0.043 -0.044 0.027 0.0048
H 0.453 -2.782 -3.191 0.004 0.017 0.015 0.0009
C 0.766 -3.455 -2.402 0.136 -0.036 -0.043 0.0044
H 0.517 -6.685 -1.413 0.024 -0.008 -0.007 0.0002
H 2.498 0.348 0.586 -0.067 0.102 -0.029 -0.0002
H -4.884 2.362 -0.795 -0.011 -0.033 0.025 0.0000
H -5.467 1.265 -2.063 -0.009 -0.006 0.027 0.0000
C -1.268 -1.663 0.981 0.049 -0.052 0.036 0.0000
H -0.244 -1.484 0.638 -0.042 0.015 -0.010 0.0000
O -1.746 0.754 -1.641 0.243 0.083 -0.032 0.0036
N -1.127 3.388 1.142 0.088 -0.518 -0.514 0.0006
H -1.089 -2.018 -1.688 -0.118 0.077 0.074 0.0009
N -4.127 0.377 -0.715 0.411 0.170 0.037 0.0000